Record 1
{"formula": "C28H41IrN7O8PS3", "method": "the ωB97M-V functional and the def2-TZVPD basis", "homo_lumo_gap_ev": [6.33, 6.10], "total_charge": 2, "max_force_ev_per_a": 3.58, "lumo_energy_ev": [-6.00, -6.22], "relative_energy_kcal_mol": 89.0, "species": ["Ir", "C", "C", "C", "C", "C", "C", "C", "S", "O", "O", "N", "C", "C", "O", "O", "H", "H", "H", "H", "H", "H", "H", "H", "H", "N", "C", "P", "O", "O", "C", "N", "H", "H", "H", "H", "H", "H", "H", "H", "H", "H", "C", "C", "C", "C", "C", "C", "C", "S", "C", "O", "H", "H", "H", "H", "H", "H", "H", "H", "H", "H", "C", "N", "C", "N", "O", "H", "H", "H", "H", "H", "H", "N", "C", "N", "C", "C", "C", "C", "C", "C", "S", "H", "H", "H", "H", "H", "H"], "coordinates": [[-0.536, -0.110, -0.103], [-3.586, -2.317, -6.215], [-2.776, -1.376, -5.367], [-1.398, -1.537, -5.238], [-0.650, -0.680, -4.444], [-1.283, 0.347, -3.765], [-2.645, 0.561, -3.923], [-3.383, -0.300, -4.716], [-0.398, 1.293, -2.565], [0.085, 2.506, -3.134], [0.659, 0.376, -2.019], [-1.435, 1.464, -1.354], [-1.440, 2.765, -0.654], [-1.214, 2.509, 0.825], [-0.736, 3.307, 1.582], [-1.632, 1.287, 1.201], [-3.091, -3.280, -6.334], [-3.720, -1.904, -7.216], [-4.587, -2.469, -5.808], [-0.905, -2.344, -5.766], [0.421, -0.808, -4.365], [-3.121, 1.398, -3.430], [-4.446, -0.130, -4.843], [-2.441, 3.198, -0.756], [-0.722, 3.489, -1.035], [-4.111, 0.582, 0.813], [-4.130, 0.021, -0.568], [-3.084, -1.485, -0.507], [-2.786, -1.707, 0.928], [-1.909, -1.396, -1.480], [-4.051, -2.899, -1.215], [-3.156, -3.603, -2.205], [-4.835, 1.280, 0.968], [-3.126, 1.001, 1.010], [-4.191, -0.176, 1.500], [-3.656, 0.736, -1.239], [-5.150, -0.185, -0.890], [-4.936, -2.553, -1.746], [-4.347, -3.584, -0.425], [-3.629, -3.830, -3.079], [-2.756, -4.455, -1.812], [-2.368, -2.941, -2.394], [6.051, 4.436, 0.921], [4.808, 3.951, 1.611], [4.871, 3.023, 2.645], [3.717, 2.538, 3.244], [2.482, 3.012, 2.833], [2.394, 3.964, 1.824], [3.553, 4.427, 1.228], [1.013, 2.260, 3.539], [0.548, 3.602, 4.626], [1.524, 1.163, 4.462], [6.900, 3.789, 1.132], [6.310, 5.442, 1.255], [5.905, 4.484, -0.158], [5.838, 2.674, 2.988], [3.762, 1.811, 4.045], [1.430, 4.343, 1.510], [3.486, 5.167, 0.440], [1.418, 3.898, 5.208], [-0.226, 3.207, 5.282], [0.168, 4.428, 4.029], [3.825, -0.857, 2.562], [2.543, -0.239, 2.293], [2.134, 0.089, 1.091], [2.925, -0.063, 0.022], [0.970, 0.656, 0.936], [3.820, -1.209, 3.589], [4.650, -0.152, 2.435], [3.977, -1.720, 1.910], [1.999, 0.143, 3.097], [3.831, -0.493, 0.088], [2.543, 0.147, -0.887], [1.178, -2.408, -2.020], [0.921, -2.746, -0.751], [0.394, -1.946, 0.149], [0.270, -2.598, 1.405], [-0.190, -2.028, 2.584], [-0.213, -2.807, 3.725], [0.207, -4.139, 3.701], [0.672, -4.713, 2.533], [0.706, -3.917, 1.395], [1.281, -4.346, -0.193], [1.020, -1.449, -2.308], [1.699, -3.031, -2.611], [-0.523, -0.997, 2.606], [-0.564, -2.376, 4.652], [0.172, -4.730, 4.606], [1.002, -5.742, 2.508]], "mulliken_charge": [2.5409, -1.6289, 0.8723, -1.0767, -0.4044, 0.2108, -0.5242, -0.7593, 0.9816, -0.7083, -0.8922, -0.4469, -0.9337, 0.6033, -0.5839, -1.1442, 0.4021, 0.3776, 0.4021, 0.4457, 0.6824, 0.5684, 0.4766, 0.2805, 0.5406, -0.0072, -0.9266, 1.4541, -0.9925, -1.0345, -0.9281, -0.0601, 0.4193, 0.1234, 0.4424, 0.0432, 0.6058, 0.4184, 0.4637, 0.3743, 0.4033, 0.0182, -1.5395, 0.8643, -0.7955, -0.4770, 0.2193, -0.6801, -0.8431, 0.9964, -1.2184, -0.9176, 0.3793, 0.3312, 0.3700, 0.4193, 0.6405, 0.4785, 0.4338, 0.4094, 0.4379, 0.3403, -1.4233, 1.2372, -0.8753, 0.0736, -0.3783, 0.3979, 0.3130, 0.4396, 0.1070, 0.2041, 0.1904, -0.2434, 0.2617, 1.5432, -0.3452, -0.1429, -1.0278, -0.8437, -0.4659, 0.3911, -0.2812, 0.0601, 0.2298, 0.1935, 0.5187, 0.4416, 0.4764]}

=====

Record 2
{"formula": "C20H25BrN2O5", "method": "the ωB97M-V functional and the def2-TZVPD basis", "homo_lumo_gap_ev": 9.11, "max_force_ev_per_a": 0.83, "smiles": "CC1=C(C(=O)OC(C)(C)C)[C@H](c2ccc(Br)cc2)NC(=O)N1CCCC(=O)O", "lumo_energy_ev": 0.61, "relative_energy_kcal_mol": 9.2, "species": ["C", "C", "C", "C", "O", "O", "C", "C", "H", "H", "H", "C", "H", "H", "H", "C", "H", "H", "H", "C", "N", "C", "O", "N", "C", "H", "C", "C", "C", "O", "O", "H", "H", "H", "H", "H", "H", "H", "C", "C", "C", "C", "C", "C", "H", "H", "Br", "H", "H", "H", "H", "H", "H"], "coordinates": [[2.615, 1.088, 1.644], [1.947, 0.148, 0.696], [1.115, 0.555, -0.287], [0.663, 1.927, -0.594], [0.344, 2.250, -1.719], [0.578, 2.726, 0.470], [0.086, 4.087, 0.350], [0.152, 4.628, 1.779], [-0.443, 4.005, 2.441], [1.180, 4.627, 2.135], [-0.230, 5.644, 1.809], [0.990, 4.901, -0.574], [0.671, 5.940, -0.571], [2.021, 4.847, -0.232], [0.936, 4.518, -1.589], [-1.358, 4.079, -0.150], [-1.759, 5.088, -0.124], [-1.402, 3.708, -1.170], [-1.968, 3.438, 0.483], [0.521, -0.441, -1.264], [1.288, -1.659, -1.240], [1.941, -2.133, -0.156], [2.263, -3.301, -0.060], [2.283, -1.194, 0.817], [3.052, -1.727, 1.930], [2.817, -2.795, 1.958], [4.574, -1.579, 1.797], [5.070, -2.022, 0.421], [4.798, -0.965, -0.619], [4.835, 0.224, -0.428], [4.532, -1.487, -1.818], [4.376, -0.787, -2.472], [6.152, -2.167, 0.447], [4.603, -2.956, 0.110], [5.031, -2.199, 2.569], [4.885, -0.548, 1.963], [2.711, -1.274, 2.862], [1.031, -2.373, -1.907], [-0.937, -0.650, -0.892], [-1.925, 0.104, -1.514], [-3.250, -0.023, -1.141], [-3.585, -0.921, -0.143], [-2.620, -1.688, 0.486], [-1.297, -1.543, 0.110], [-0.542, -2.140, 0.601], [-2.897, -2.385, 1.261], [-5.410, -1.106, 0.377], [-4.015, 0.567, -1.623], [-1.651, 0.806, -2.287], [0.568, -0.013, -2.273], [3.678, 1.121, 1.411], [2.487, 0.774, 2.677], [2.205, 2.082, 1.536]], "mulliken_charge": [-1.7391, 1.2682, 0.0344, 0.5086, -0.6422, -0.3212, 1.5219, -1.7568, 0.3785, 0.3958, 0.4503, -1.6717, 0.4792, 0.3596, 0.3716, -1.5656, 0.4716, 0.3416, 0.3515, -0.3192, -0.0067, -0.0908, -0.6789, 0.3338, -1.3147, 0.6336, -0.4766, -0.7374, 0.5340, -0.5863, -0.4575, 0.3977, 0.4216, 0.3364, 0.4959, 0.2245, 0.3968, 0.3364, 0.3745, -0.0570, -0.7919, 0.0465, -0.7658, -0.3505, 0.3686, 0.4532, -0.2063, 0.4509, 0.4602, 0.5472, 0.2579, 0.4107, 0.1233]}